(1)
The following is a quantum chemistry calculation of a structure of composition C42H42BrEuN4O2PS5Si, from the OMol25 dataset.

<S²>: 15.760
Energy relative to the best compared isomer or geometry (same formula, charge and spin) (kcal per mole): 0.0
Total charge: -2
Multiplicity: 8
LUMO (spin up / spin down) (eV): 3.8 / 3.8

Geometry (Å):
Eu  0.3906  -0.9754  0.6949
C  1.6375  -1.1068  4.2199
C  0.7078  -2.0943  3.8560
C  1.1101  -2.6676  2.6365
C  2.3202  -2.0223  2.2368
C  2.6315  -1.0651  3.2242
H  1.5884  -0.4808  5.1046
H  -0.1756  -2.3637  4.4248
H  0.7504  -3.5984  2.2245
H  3.0242  -2.4537  1.5492
H  3.5191  -0.4391  3.2326
C  -2.8228  -3.0378  1.3677
C  -2.6338  -2.6235  -0.0727
C  -3.5756  -2.9330  -1.0399
C  -3.3207  -2.5199  -2.3518
C  -2.1807  -1.8231  -2.6573
C  -1.2329  -1.5126  -1.6263
N  -1.5170  -1.9485  -0.3536
N  -0.0943  -0.8139  -1.7718
Si  0.6820  -0.6759  -3.2959
C  0.6012  -2.2723  -4.2925
C  -0.0510  0.6676  -4.4069
C  2.4657  -0.1765  -3.0664
H  -3.0379  -4.1088  1.4342
H  -3.6541  -2.4923  1.8256
H  -1.9339  -2.8149  1.9472
H  -4.4787  -3.4744  -0.7772
H  -4.0397  -2.7476  -3.1378
H  -1.9864  -1.4882  -3.6719
H  -0.2303  -2.2675  -5.0118
H  0.4510  -3.1223  -3.6137
H  1.5272  -2.4487  -4.8543
H  -1.1330  0.5288  -4.5372
H  0.4218  0.6422  -5.4015
H  0.1157  1.6668  -3.9798
H  2.9085  -0.7449  -2.2435
H  2.5611  0.8990  -2.8463
H  3.0456  -0.3879  -3.9797
N  0.4336  2.6751  -0.6561
P  -0.8033  2.0943  0.4184
C  -1.5287  3.7641  0.8350
C  -2.7770  4.2426  0.4323
C  -3.2020  5.5178  0.8027
C  -2.3951  6.3314  1.5868
C  -1.1539  5.8636  2.0018
C  -0.7312  4.5949  1.6306
C  -2.1370  1.5620  -0.7180
C  -3.1952  0.8687  -0.1356
C  -4.3265  0.5572  -0.8855
C  -4.3982  0.9320  -2.2192
C  -3.3267  1.5954  -2.8117
C  -2.2013  1.9085  -2.0622
C  1.7505  2.2532  -0.5133
C  2.7842  3.0822  -0.9851
C  4.0904  2.6698  -0.8524
C  4.3580  1.4422  -0.2601
C  3.2839  0.6893  0.1689
N  2.0039  1.0704  0.0627
H  0.3372  3.5862  -1.0705
H  -3.4313  3.6239  -0.1709
H  -4.1734  5.8718  0.4730
H  -2.7358  7.3199  1.8826
H  -0.5181  6.4814  2.6287
H  0.2310  4.2328  1.9702
H  -3.1260  0.5683  0.9064
H  -5.1437  0.0096  -0.4270
H  -5.2780  0.6885  -2.8070
H  -3.3682  1.8652  -3.8634
H  -1.3603  2.4093  -2.5267
H  2.5343  4.0336  -1.4421
H  4.8992  3.2997  -1.2125
H  5.3691  1.0665  -0.1492
H  3.4447  -0.2858  0.6143
C  1.7538  -6.6809  0.2404
S  0.8867  -6.4020  -1.3263
C  2.1214  -5.5651  -2.2370
C  2.5718  -4.2952  -1.9882
S  2.1634  -3.2318  -0.7166
S  3.8264  -3.8055  -3.1355
C  3.9189  -5.2123  -4.1170
S  4.9302  -5.3736  -5.4325
S  2.8497  -6.4279  -3.5738
H  1.0536  -7.1948  0.9037
H  2.0303  -5.7159  0.6679
H  2.6350  -7.3013  0.0761
Br  -2.6292  2.5833  5.6181
C  -0.8895  2.4803  4.8487
C  -0.0247  3.4861  5.2830
C  1.2763  3.5448  4.8134
C  1.7090  2.6035  3.8902
C  0.8325  1.6279  3.4488
C  -0.4814  1.5163  3.9136
C  -1.3304  0.3324  3.3918
O  -2.2495  -0.0858  4.0990
O  -0.9990  -0.1165  2.2457
H  -0.3844  4.2139  6.0015
H  1.9438  4.3276  5.1648
H  2.7281  2.6241  3.5127
H  1.1872  0.8806  2.7725

---

(2)
The following is a quantum chemistry calculation of a structure of composition C42H42BrGeN5OS3SeTl, from the OMol25 dataset.

<S²>: 0.754
Energy relative to the best compared isomer or geometry (same formula, charge and spin) (kcal per mole): 29.6
Total charge: -2
Multiplicity: 2
LUMO (spin up / spin down) (eV): 3.8 / 3.7

Geometry (Å):
Tl  -0.1497  -0.3012  -0.3417
Br  6.9517  2.3095  0.9101
C  6.7085  1.1523  -0.5851
C  5.9995  -0.0289  -0.4332
C  5.8338  -0.8711  -1.5227
C  6.3898  -0.5590  -2.7741
C  7.0915  0.6417  -2.8905
C  7.2473  1.5001  -1.8099
N  6.4402  -1.4598  -3.8678
N  5.5049  -2.2975  -4.1066
C  4.2114  -2.1742  -3.6582
C  3.5318  -3.4073  -3.5117
C  2.3230  -3.5448  -2.8939
C  1.6220  -2.4061  -2.3709
O  0.5419  -2.4751  -1.7854
C  2.2499  -1.0817  -2.6562
N  1.5301  -0.0066  -2.2902
C  1.8936  1.1933  -2.6849
C  3.0231  1.3964  -3.4805
C  3.8176  0.3223  -3.7881
C  3.4729  -0.9704  -3.3421
H  5.5571  -0.2836  0.5218
H  5.2627  -1.7828  -1.4060
H  7.5117  0.8991  -3.8568
H  7.7804  2.4349  -1.9222
H  4.0713  -4.2836  -3.8559
H  1.8628  -4.5153  -2.7562
H  1.2470  2.0150  -2.3870
H  3.2669  2.3906  -3.8347
H  4.6902  0.4622  -4.4069
C  -3.6060  0.1904  4.1288
Ge  -3.9212  -1.7159  3.8534
C  -4.8780  -1.9956  2.1831
C  -5.0961  -2.3510  5.2996
C  -2.2835  -2.7575  3.9017
Se  -0.8370  -2.0589  2.7737
C  -0.1466  -0.8476  4.1328
H  -4.5165  0.7593  3.9268
H  -2.8207  0.5417  3.4514
H  -3.2894  0.3917  5.1556
H  -5.7510  -1.3422  2.1224
H  -5.2116  -3.0347  2.1160
H  -4.2300  -1.8035  1.3233
H  -6.0461  -1.8080  5.2770
H  -4.6370  -2.2025  6.2814
H  -5.3079  -3.4170  5.1762
H  -2.4991  -3.7587  3.5218
H  -1.9006  -2.8650  4.9187
H  -0.9637  -0.2740  4.5628
H  0.5535  -0.1866  3.6298
H  0.3720  -1.4102  4.9090
N  -3.9845  0.3441  -0.8342
C  -2.9555  -0.3000  -1.6777
S  -1.7347  0.9134  -2.3036
N  -3.7236  -0.9375  -2.7524
C  -3.2819  -1.8545  -3.6802
C  -1.9305  -2.0578  -3.9983
C  -1.5720  -2.9763  -4.9747
C  -2.5263  -3.7135  -5.6718
C  -3.8678  -3.5188  -5.3575
C  -4.2401  -2.6131  -4.3767
H  -3.8448  1.3437  -0.8954
H  -3.8612  0.0658  0.1324
H  -4.6894  -1.0315  -2.4910
H  -1.1708  -1.5012  -3.4675
H  -0.5177  -3.1232  -5.1854
H  -2.2318  -4.4335  -6.4278
H  -4.6353  -4.0859  -5.8754
H  -5.2896  -2.4865  -4.1244
S  1.6070  -1.4388  1.1114
S  -2.6529  -2.8164  -0.5492
C  -2.1816  -1.2876  -0.7518
C  -2.7588  5.7432  3.0792
C  -3.5804  4.6286  2.9674
C  -3.1054  3.4695  2.3651
C  -1.7971  3.3762  1.8791
C  -0.9923  4.5173  1.9805
C  -1.4655  5.6796  2.5708
C  -1.3682  2.1095  1.2298
C  -0.1522  1.6239  0.9744
C  1.1306  2.1124  1.5284
C  2.3036  2.0898  0.7680
C  3.5329  2.4560  1.3031
C  3.6330  2.8255  2.6379
C  2.4866  2.8166  3.4269
C  1.2599  2.4639  2.8816
H  -3.1244  6.6524  3.5424
H  -4.5954  4.6608  3.3459
H  -3.7596  2.6079  2.2649
H  0.0118  4.4912  1.5779
H  -0.8209  6.5495  2.6289
H  -2.2144  1.5262  0.8689
H  2.2512  1.7563  -0.2606
H  4.4215  2.4187  0.6830
H  4.5945  3.0897  3.0631
H  2.5501  3.0780  4.4772
H  0.3755  2.4437  3.5101